# C28H36Ge2N2PtSe3Si

A molecular structure, C28H36Ge2N2PtSe3Si in a non-equilibrium geometry (wB97M-V/def2-TZVPD, the OMol25 dataset).

Its multiplicity is 6. The calculation puts the LUMO energy (alpha / beta) at -8.83 / -11.16 eV. The total charge is +3. For the HOMO energy (alpha / beta), the calculation gives -15.441 / -15.859 eV. As for the electronic energy: -12963.939865 Ha.

Positions of all 73 atoms, in Å:
Pt 0.06 0.70 0.61
Se 1.88 -1.27 2.79
Se 2.77 0.68 1.94
C 3.06 0.01 0.14
C 4.33 -0.18 -0.37
C 4.45 -0.76 -1.62
C 3.29 -1.12 -2.30
C 2.06 -0.88 -1.72
N 1.95 -0.31 -0.52
C 0.36 -0.47 3.67
C 0.13 -0.75 5.01
C -0.95 -0.14 5.64
C -1.75 0.71 4.90
C -1.46 0.91 3.56
N -0.42 0.33 2.96
H 5.20 0.12 0.20
H 5.42 -0.96 -2.04
H 3.35 -1.59 -3.27
H 1.14 -1.16 -2.21
H 0.80 -1.41 5.54
H -1.14 -0.31 6.69
H -2.58 1.24 5.35
H -2.07 1.55 2.94
C -3.11 3.08 -1.99
Ge -3.86 2.26 -0.32
C -5.82 1.89 -0.39
C -3.36 3.40 1.26
Ge -2.23 -0.10 -0.07
C -3.08 -1.08 1.47
C -4.16 -0.60 2.18
C -4.65 -1.32 3.26
C -4.06 -2.52 3.62
C -2.96 -3.00 2.91
C -2.47 -2.28 1.84
C -2.93 -1.04 -1.71
C -2.40 -2.29 -2.00
C -2.94 -3.04 -3.03
C -4.00 -2.55 -3.77
C -4.50 -1.29 -3.51
C -3.97 -0.54 -2.48
H -3.69 3.98 -2.19
H -3.20 2.42 -2.84
H -2.06 3.35 -1.87
H -6.31 2.83 -0.64
H -6.21 1.56 0.57
H -6.10 1.16 -1.14
H -3.70 4.41 1.04
H -2.28 3.43 1.42
H -3.86 3.07 2.17
H -4.62 0.34 1.91
H -5.50 -0.95 3.82
H -4.47 -3.10 4.43
H -2.50 -3.93 3.19
H -1.61 -2.65 1.29
H -1.57 -2.69 -1.42
H -2.53 -4.02 -3.25
H -4.43 -3.16 -4.55
H -5.32 -0.90 -4.10
H -4.37 0.45 -2.29
C -1.18 6.45 -0.77
Si 0.57 6.18 -0.12
C 0.82 6.13 1.75
C 2.02 6.16 -1.32
Se 0.34 2.95 0.04
H -1.59 7.38 -0.39
H -1.85 5.65 -0.47
H -1.21 6.51 -1.86
H 0.99 7.14 2.14
H 1.68 5.53 2.02
H -0.05 5.72 2.26
H 2.25 7.17 -1.66
H 1.80 5.56 -2.20
H 2.92 5.75 -0.86

These are the Mulliken partial charges, in e, on atoms 1 to 8: Pt 1.552; Se 0.113; Se -0.031; C 0.320; C -0.596; C -0.282; C -0.802; C -0.241